1.
This record from OMol25 describes the ion C3H6NOS with charge -1. The level of theory is ωB97M-V/def2-TZVPD.

Summary:
Charge ... -1
HOMO-LUMO gap ... 0.2552 hartree

Positions of all 12 atoms, in Å:
1 S 0.69379 -1.44032 -1.70194
2 O 0.45023 1.20653 1.98248
3 N 0.15009 -0.92060 1.30874
4 C 0.07535 0.89473 -0.35265
5 C 0.25682 0.41048 1.06852
6 C -0.54129 -0.14798 -1.26923
7 H 0.44630 -1.57993 0.58603
8 H 1.03386 1.27782 -0.69913
9 H 0.42532 -1.18290 2.24384
10 H -0.94720 0.30503 -2.17879
11 H -0.61811 1.73243 -0.22438
12 H -1.42515 -0.55531 -0.76349

2.
This record from OMol25 describes a cluster of 8 separate species, C32H40F24O16 in total in a non-equilibrium geometry. The level of theory is ωB97M-V/def2-TZVPD.

Summary:
Charge ... 0
HOMO-LUMO gap ... 0.4290 hartree

Positions of all 112 atoms, in Å:
1 F -4.98201 2.35105 -2.11708
2 F 5.18737 -2.17446 -0.77093
3 F 0.18875 0.34838 4.32375
4 F 3.60842 5.74013 2.65673
5 F 1.60831 -2.51805 -5.80711
6 F 5.21565 4.35542 3.13367
7 F -6.41927 6.05121 5.10751
8 F 0.25715 -4.20862 -6.11830
9 F 2.89890 -1.76139 -3.16063
10 F 6.41586 -3.94880 -0.67883
11 F 1.74049 -2.75880 -1.60976
12 F 0.85388 -0.92748 5.96188
13 F -6.81496 4.77395 3.38119
14 F 0.78317 -2.17491 -3.45386
15 F 1.89820 -0.97724 4.07136
16 F -7.33514 4.09381 5.33971
17 F -2.82253 2.04111 -2.07373
18 F -4.06160 1.31958 -0.45806
19 F 5.44745 5.74890 1.49630
20 F 1.88327 -3.87876 -7.49720
21 F -6.25496 0.77549 3.82323
22 F -4.31101 -0.00097 4.45642
23 F -4.45230 1.29419 2.73930
24 F 4.45088 -4.00884 -1.62740
25 O -5.88355 -1.88093 2.91883
26 O 2.07718 0.54827 -2.21186
27 O -4.62519 -0.87916 1.38475
28 O -0.24313 -2.30778 2.97309
29 O 4.69886 3.59032 0.22015
30 O -4.36011 4.15725 3.74096
31 O 3.44642 -5.16253 -5.98816
32 O -0.99110 -2.45691 5.07441
33 O 5.56988 -1.92402 -3.37743
34 O 0.37543 -0.46507 -1.16369
35 O -4.61382 3.84740 5.92950
36 O -2.67711 3.82019 0.02912
37 O 7.06280 -3.58501 -3.25801
38 O -4.74206 4.42765 -0.61996
39 O 2.22748 -4.81724 -4.14571
40 O 2.84785 3.45262 1.43689
41 C 4.56529 4.97676 2.13747
42 C -4.60969 5.77948 -0.11644
43 C -0.24532 -1.96978 4.11257
44 C 1.52781 -3.78723 -6.20463
45 C 6.17295 -2.93471 -2.80228
46 C -5.03017 4.17411 4.86783
47 C 5.58307 -2.41332 -5.77853
48 C -6.42735 4.80133 4.66341
49 C 6.04780 -1.50336 -4.66487
50 C -0.76273 0.35897 0.74209
51 C -1.06858 -4.84987 5.19404
52 C -3.71894 -3.09113 0.90993
53 C 3.98660 -7.47128 -5.47580
54 C -5.28999 -0.93444 2.51374
55 C 1.71669 -1.81216 -2.54960
56 C 3.91570 3.92332 1.21146
57 C -4.69249 -2.00637 0.49982
58 C 5.55230 -3.28681 -1.43349
59 C 1.41048 -0.41533 -1.98011
60 C -3.91723 2.32250 -1.33786
61 C 4.36766 -6.02255 -5.29565
62 C 2.43121 -4.67792 -5.30422
63 C -3.69064 3.65250 -0.57459
64 C -5.06948 0.31733 3.40298
65 C 4.13774 2.66983 -0.73725
66 C -1.82452 -3.58969 4.79797
67 C -2.00156 4.65892 4.14727
68 C -3.02142 3.60290 3.75977
69 C -3.76917 6.63468 -1.05424
70 C 3.02617 3.30178 -1.54245
71 C 0.68498 -0.84830 4.64579
72 C -0.05587 0.75492 -0.54530
73 H -2.71877 6.63287 -0.77971
74 H 4.40944 -5.75403 -4.23881
75 H -0.06741 -0.07879 1.45412
76 H -2.10599 -3.63000 3.74988
77 H -1.74161 -5.70286 5.11045
78 H 7.14101 -1.50034 -4.65641
79 H -4.15367 7.65590 -0.99636
80 H 4.14653 -7.86308 -6.47702
81 H -1.18247 1.28174 1.14135
82 H -2.88324 3.37856 2.70697
83 H 4.48952 -2.44325 -5.80900
84 H -2.72812 -3.48766 5.39308
85 H 4.59015 -8.08489 -4.80272
86 H -2.78103 -2.70570 1.30681
87 H -4.16560 -3.62107 1.75947
88 H -3.91099 6.35597 -2.09807
89 H -4.19237 5.78182 0.88944
90 H 6.01208 -3.40637 -5.67928
91 H 2.85328 2.78488 -2.48219
92 H -4.48477 -1.68201 -0.51790
93 H -5.63364 6.13780 -0.08825
94 H -0.28182 -5.00815 4.44806
95 H -2.93942 2.71121 4.37684
96 H 3.70628 1.82774 -0.18549
97 H 3.31307 4.33278 -1.77584
98 H 5.36184 -5.79830 -5.68041
99 H -0.77491 1.30518 -1.15003
100 H 2.95079 -7.59794 -5.15922
101 H 2.05538 3.33150 -1.05619
102 H -2.22941 5.12077 5.11131
103 H 0.73945 1.45442 -0.29471
104 H -1.57428 -0.33173 0.53037
105 H -1.04292 4.18467 4.35968
106 H -5.72897 -2.34747 0.51562
107 H 5.71241 -0.47752 -4.78607
108 H -1.92014 5.39383 3.35106
109 H -0.55210 -4.77825 6.14639
110 H -3.58261 -3.85151 0.14544
111 H 5.83020 -2.02037 -6.76666
112 H 4.97973 2.26461 -1.28587

3.
This record from OMol25 describes a cluster of 2 separate species, C5H8O2 in total in a non-equilibrium geometry. The level of theory is ωB97M-V/def2-TZVPD.

Summary:
Charge ... 0
HOMO-LUMO gap ... 0.3843 hartree

Positions of all 15 atoms, in Å:
1 O -0.64777 -1.10919 2.51551
2 O -0.28523 2.76134 -1.82150
3 C 0.02300 -0.46378 -0.70136
4 C -0.95576 -0.10262 1.56132
5 C 0.30986 2.69034 -0.85440
6 C 1.14741 -0.62548 -1.68159
7 C 0.16389 -0.07969 0.56654
8 H -0.97752 -0.72126 -1.05450
9 H -1.05922 0.87835 2.05162
10 H 0.87472 -0.27993 -2.68422
11 H 1.40461 -1.69198 -1.76794
12 H 2.04717 -0.09285 -1.35843
13 H -1.28731 -1.04561 3.23490
14 H 1.14432 0.20191 0.95338
15 H -1.90216 -0.31954 1.04067

4.
This record from OMol25 describes a cluster of 2 separate species, C43H53Cl2FN3 in total in a non-equilibrium geometry. The level of theory is ωB97M-V/def2-TZVPD.

Summary:
Charge ... +1
HOMO-LUMO gap ... 0.3008 hartree

Positions of all 102 atoms, in Å:
1 Cl -4.83829 2.23802 0.28322
2 Cl -3.38822 0.46223 4.90388
3 F -1.00714 -1.65185 0.84120
4 N -0.57753 0.66012 -1.03877
5 N -4.29141 1.40779 2.67564
6 N 1.08963 0.64714 0.47277
7 C 3.35876 -0.34999 0.60795
8 C -5.41133 2.24784 4.63984
9 C 0.53197 1.91615 0.42856
10 C -0.80674 -1.43306 -4.56357
11 C 3.35789 -0.13534 3.38915
12 C 4.37521 -0.83198 2.76864
13 C -0.43296 1.95317 -0.52926
14 C -4.44909 1.46864 3.97510
15 C 1.17009 2.77050 -3.08735
16 C -0.40337 0.71587 -3.49926
17 C -1.05910 0.19029 -2.32902
18 C -6.08476 3.00762 2.56827
19 C 2.65874 -0.41100 -1.90258
20 C -0.09660 -0.23620 -4.47705
21 C -1.28640 3.07990 -3.58236
22 C 1.84505 -3.24227 -0.19985
23 C -6.29045 3.03892 3.93409
24 C 0.32201 -0.12265 -0.34950
25 C 3.73661 -0.10055 -0.88365
26 C 0.94277 -0.62062 4.74499
27 C -2.78085 -3.01101 -1.25768
28 C -1.92154 -0.94879 -2.46639
29 C -1.78351 -1.71905 -3.63124
30 C 2.78659 -4.02218 0.47582
31 C 4.91917 -0.98308 -1.32096
32 C 1.74637 -3.48283 2.57382
33 C 2.79520 -4.08739 1.86335
34 C 4.35849 -0.92030 1.38762
35 C -0.05292 2.20632 -3.81630
36 C 0.75185 -2.77033 1.90155
37 C 1.11077 1.88058 4.17966
38 C 0.04308 -1.50656 -0.16434
39 C -3.22880 -0.81462 -0.23904
40 C 0.95107 0.45647 3.64601
41 C -5.07651 2.21272 2.00428
42 C 2.19373 0.12949 1.27904
43 C 0.28494 2.31486 -5.31067
44 C -0.39461 0.31931 2.97570
45 C 2.16768 0.16628 2.70398
46 C 4.19500 1.35270 -0.98115
47 C 0.94225 -2.53195 0.54410
48 C -4.39109 -1.36557 -2.30478
49 C -3.06347 -1.52036 -1.55737
50 H 4.51590 1.60158 -2.00762
51 H -3.53920 -3.38595 -0.56294
52 H 5.15047 -0.74554 -2.36896
53 H -1.74417 2.92443 -2.60597
54 H -0.64397 -2.11374 -5.39845
55 H -5.40717 2.17918 5.71376
56 H -3.50209 0.23841 -0.36552
57 H -2.30743 -0.95092 0.36178
58 H 0.88712 2.70470 1.03982
59 H -0.52440 1.90113 -5.92202
60 H -0.47027 -1.90564 -1.09360
61 H -2.06214 2.80534 -4.30540
62 H 1.14252 2.55796 3.31389
63 H -4.03660 -1.32587 0.30224
64 H -1.17858 0.21252 3.73934
65 H 1.21678 1.78479 -5.54618
66 H 0.23510 2.16927 4.78422
67 H 2.05350 2.01286 4.73101
68 H -4.41526 -1.86868 -3.26827
69 H 1.82977 -0.58649 5.39312
70 H -1.03469 4.14261 -3.70746
71 H 0.94381 -1.61130 4.25074
72 H -2.41376 -2.60753 -3.77476
73 H 4.66089 -2.05826 -1.26639
74 H 3.42131 2.05640 -0.64413
75 H 3.04833 -0.25275 -2.92430
76 H 1.81687 0.27970 -1.86123
77 H 3.57580 -4.60211 2.42437
78 H 2.32648 -1.45339 -1.79948
79 H -0.15787 -2.44057 2.39982
80 H 5.18881 -1.29822 3.33372
81 H -7.05996 3.62695 4.40786
82 H 5.84463 -0.74151 -0.77640
83 H 5.04678 1.50134 -0.30001
84 H -4.56147 -0.31086 -2.52803
85 H -0.39877 -0.60368 2.41391
86 H 0.99845 2.97601 -2.02175
87 H -1.06679 2.72565 -0.84310
88 H -5.22929 -1.73251 -1.70332
89 H 3.45665 0.10594 4.45114
90 H 0.63400 -0.03707 -5.27161
91 H -1.79702 -3.10457 -0.79403
92 H 2.08491 2.16460 -3.24296
93 H 0.41435 3.36517 -5.60600
94 H 0.04874 -0.52673 5.38771
95 H 1.84675 -3.19818 -1.29302
96 H -6.67263 3.58951 1.88226
97 H -2.79775 -3.63809 -2.15215
98 H 5.20815 -1.40014 0.90993
99 H 1.67180 -3.56607 3.66393
100 H 1.34469 3.77268 -3.50905
101 H 3.55511 -4.55165 -0.08982
102 H -0.66540 1.19585 2.37326